DFT (ωB97M-V with the def2-TZVPD basis set) results for a structure of composition C7H14N at a distorted geometry.

The geometry in XYZ format:
```
22
Properties=species:S:1:pos:R:3:forces:R:3:nbo_charge:R:1
C 1.273776 0.671443 -1.690199 1.58 1.53 2.82 -0.496
C 0.425788 -0.445970 -1.032930 -0.73 1.30 0.26 -0.528
C -0.375326 -0.010739 0.181277 -0.32 0.94 -2.05 0.521
C -1.241055 1.212989 0.006077 0.26 -2.31 1.36 -0.705
C -1.221987 -0.641841 2.390452 0.85 2.07 -0.50 -0.025
C -0.486257 -0.895922 1.256617 0.03 -1.76 1.90 -0.200
C 0.231144 -2.226464 1.263129 0.04 -0.77 0.16 -0.661
N 0.720163 2.591214 -1.821790 -0.87 -0.84 -0.88 -0.690
H 2.128178 0.354869 -2.289746 -0.28 0.09 0.07 0.266
H 0.734832 1.516411 -2.460606 -1.04 0.57 -0.49 0.328
H -0.308896 -0.780329 -1.777909 -0.34 -0.24 0.24 0.284
H 0.979210 -1.324667 -0.727263 0.67 0.14 -0.53 0.265
H -2.068222 0.935089 0.665825 -0.57 0.70 -0.76 0.243
H -0.825523 2.111116 0.431570 0.47 0.50 -0.32 0.303
H -1.607893 0.366901 2.554015 -0.43 -0.32 -0.22 0.208
H -1.264153 -1.242080 3.290561 0.04 -0.51 -0.39 0.236
H 1.321459 -2.177522 1.181696 -0.20 0.21 -0.20 0.245
H 0.040875 -2.722519 2.207473 0.04 0.07 0.29 0.241
H -0.162007 -2.950805 0.548069 0.13 0.28 -0.40 0.244
H 1.557062 1.459820 -0.892664 0.81 -2.07 -0.51 0.312
H -1.441299 1.235455 -1.056038 -0.40 0.74 0.01 0.272
H 1.590132 2.963550 -2.227615 0.26 -0.31 0.12 0.338
```
Positions in Å, forces in eV/Å.

Energy above the lowest of the compared OMol25 structures with the same formula, charge and spin in kcal per mole: 162.1
2S+1: 1
Total energy in Ha: -329.3492
Total charge: +1

DFT (ωB97M-V with the def2-TZVPD basis set) results for a structure of composition C7H14N at a distorted geometry.

The geometry in XYZ format:
```
22
Properties=species:S:1:pos:R:3:forces:R:3:nbo_charge:R:1
C -3.738327 -0.602665 -1.033687 0.24 0.75 -0.80 -0.051
C -2.768641 -0.352714 -0.342405 -0.63 -1.47 0.18 -0.148
C 0.731796 -1.327290 -0.098219 1.54 0.31 0.52 -0.630
C -0.171071 0.873679 0.068111 1.55 1.99 0.71 -0.103
C 2.019773 0.701466 -1.236370 0.13 -2.06 0.94 -0.612
C -1.928396 -0.357513 0.863209 -3.43 3.87 -2.25 -0.365
C 1.170419 0.157091 -0.034629 -0.26 0.31 1.78 0.080
N 1.767343 0.484261 1.405146 -1.43 2.13 -2.30 -0.857
H -4.562218 -0.660021 -1.789314 1.21 -0.06 1.28 0.283
H -0.143736 -1.402097 -0.728601 -0.10 -0.43 -0.07 0.220
H 1.516080 -1.984513 -0.436286 0.28 -0.10 -0.48 0.249
H 0.587003 -1.618734 0.944141 -0.58 -0.12 -0.14 0.232
H -0.761368 1.274403 -0.726723 -0.52 -0.82 -0.97 0.253
H -0.126417 1.674500 0.813440 -0.24 -0.35 0.27 0.252
H -0.848185 0.025189 0.793144 1.11 0.20 -0.05 0.181
H 2.114409 1.727573 -1.101093 -0.01 2.05 -0.18 0.219
H 3.049124 0.325672 -1.084591 -0.54 -0.15 -0.17 0.249
H 1.673453 0.430047 -2.241377 -0.13 0.07 0.43 0.243
H -1.854041 -1.219595 1.385689 0.80 -2.98 1.27 0.277
H -2.401575 0.408175 1.480280 0.49 0.06 0.41 0.277
H 2.120561 1.498151 1.474776 -0.82 -1.93 -0.48 0.374
H 2.554016 -0.055070 1.625357 1.35 -1.25 0.10 0.377
```
Positions in Å, forces in eV/Å.

Energy above the lowest of the compared OMol25 structures with the same formula, charge and spin in kcal per mole: 127.3
2S+1: 1
Total energy in Ha: -329.4047
Total charge: +1

DFT (ωB97M-V with the def2-TZVPD basis set) results for a cluster of 2 separate species, C7H14N2 in total at a distorted geometry.

The geometry in XYZ format:
```
23
Properties=species:S:1:pos:R:3:forces:R:3:nbo_charge:R:1
C 3.619889 -2.308466 -0.351191 0.42 -1.04 1.52 -0.658
C 1.324771 -1.024042 -0.072142 3.77 2.63 -0.04 -0.130
C 2.713383 -1.181744 -0.272174 -1.57 1.41 1.51 0.096
C 2.474180 0.831553 0.409744 -0.52 -4.82 -2.51 0.170
N 1.177653 0.316787 0.304314 1.58 1.39 0.72 -0.543
N 3.441917 -0.008050 -0.007298 -4.01 0.36 0.90 -0.457
H 0.474570 -1.574707 -0.160673 -1.81 -1.88 -0.35 0.210
H 0.324729 0.901767 0.484914 1.30 -1.31 -0.37 0.434
H 4.165524 -2.334956 0.649845 -0.38 0.17 -1.28 0.223
H 4.326690 -1.903845 -1.102135 0.02 -1.76 -0.03 0.249
H 2.759871 1.753097 0.607101 0.38 4.45 1.20 0.182
H 3.069121 -3.277772 -0.309531 0.85 0.44 -1.30 0.222
C -2.402718 0.590512 0.532666 3.75 -1.28 -5.30 -0.383
C -3.746979 0.179495 0.150867 -3.62 1.88 0.83 -0.621
C -1.932802 1.702676 -0.593760 0.92 -0.70 1.85 -0.643
H -2.336096 0.943146 1.460707 -0.06 2.05 3.62 0.196
H -1.560281 -0.262633 0.598834 -1.99 1.44 -0.62 0.181
H -3.881936 -0.691015 -0.425758 0.01 -1.52 -0.11 0.219
H -4.155087 0.958760 -0.559195 0.18 -0.71 0.89 0.205
H -1.539512 2.520412 -0.009423 1.07 0.29 0.17 0.204
H -1.167208 1.310042 -1.295451 -0.61 0.35 0.37 0.217
H -4.448285 0.274182 1.062820 0.81 -0.85 -1.46 0.209
H -2.701395 2.284801 -1.103079 -0.50 -0.97 -0.23 0.217
```
Positions in Å, forces in eV/Å.

Energy above the lowest of the compared OMol25 structures with the same formula, charge and spin in kcal per mole: 61.8
2S+1: 1
SMILES string: Cc1c[nH]cn1.CCC
Total energy in Ha: -384.5334
Total charge: 0

DFT (ωB97M-V with the def2-TZVPD basis set) results for a cluster of 2 separate species, C7H14N2 in total at a distorted geometry.

The geometry in XYZ format:
```
23
Properties=species:S:1:pos:R:3:forces:R:3:nbo_charge:R:1
C -1.021950 -3.468621 -0.184652 -1.86 -1.48 3.00 -0.659
C 1.076491 -0.947660 1.129492 -0.07 -0.53 -0.03 0.174
C 0.086499 -2.565017 0.073595 1.72 1.60 -1.33 0.093
C 1.126887 -2.145493 -0.736217 -1.48 0.15 0.69 -0.126
N 0.119180 -1.833048 1.242952 -0.45 0.46 0.26 -0.465
N 1.667696 -1.039033 -0.083446 1.31 -1.46 -1.30 -0.535
H 1.381810 -0.214588 1.862169 -0.12 -0.12 -0.01 0.203
H 2.629758 -0.876925 -0.349065 -0.10 0.91 0.57 0.412
H 1.443058 -2.482755 -1.715677 0.00 0.26 0.20 0.215
H -1.863346 -3.081622 0.493219 0.85 -0.58 -1.27 0.237
H -0.767485 -4.423582 0.301131 -0.11 -0.03 0.04 0.221
H -1.416975 -3.802581 -1.127402 0.33 0.81 -0.80 0.232
C -0.265537 1.968148 -0.412706 -2.86 -0.94 -0.50 -0.406
C -1.604924 2.776991 -0.413707 -0.42 -0.16 -0.32 -0.618
C 0.745573 2.479743 0.575094 1.73 0.35 -1.91 -0.618
H -0.612868 0.929172 -0.153688 0.80 0.69 -0.16 0.205
H 0.053748 1.916139 -1.470638 0.39 0.12 0.64 0.202
H -1.422924 3.796787 -0.756762 -0.07 0.23 0.59 0.198
H 0.447046 2.389224 1.594502 -0.11 -0.07 0.69 0.213
H 1.706105 1.988746 0.346969 -0.29 -0.55 0.70 0.203
H 1.097606 3.493502 0.336003 -0.82 0.26 0.30 0.206
H -2.429417 2.445022 -1.070586 0.88 -0.50 -0.45 0.209
H -2.176032 2.697452 0.519418 0.76 0.59 0.39 0.205
```
Positions in Å, forces in eV/Å.

Energy above the lowest of the compared OMol25 structures with the same formula, charge and spin in kcal per mole: 22.3
2S+1: 1
SMILES string: Cc1c[nH]cn1.CCC
Total energy in Ha: -384.5964
Total charge: 0

DFT (ωB97M-V with the def2-TZVPD basis set) results for a cluster of 2 separate species, C7H14N2 in total at a distorted geometry.

The geometry in XYZ format:
```
23
Properties=species:S:1:pos:R:3:forces:R:3:nbo_charge:R:1
C 3.649065 -0.155667 -0.911623 0.28 -0.47 -0.18 -0.622
C 3.525513 0.089069 0.570148 -0.16 1.65 1.79 -0.624
H 3.846155 0.744112 -1.494766 0.19 0.10 0.25 0.207
H 4.472791 -0.850093 -1.072415 0.02 0.00 -0.25 0.210
H 2.779976 -0.601080 -1.371150 -0.45 -0.18 0.10 0.217
H 4.470256 0.098221 1.120146 0.26 -0.43 -0.39 0.210
H 2.847049 -0.475621 1.213883 -0.03 -0.73 -0.72 0.216
H 3.197481 1.107311 0.836227 -0.16 0.10 -0.58 0.186
C -2.571055 -0.921167 0.485975 0.13 -0.92 0.29 -0.428
C -2.200178 -2.086630 1.399140 -0.03 0.04 1.20 -0.601
C -1.439987 -0.061934 0.031663 -0.54 0.31 -0.26 0.088
C -0.455922 0.595998 0.713763 0.87 -0.50 -0.57 -0.122
C -0.590376 1.336235 -1.360265 1.46 -0.60 -0.07 0.175
N -1.472407 0.381355 -1.284866 -0.79 0.81 0.35 -0.458
N 0.176326 1.371884 -0.239053 -0.61 0.73 0.79 -0.529
H -3.044105 -1.367060 -0.388095 0.04 0.32 -0.21 0.226
H -3.331385 -0.315075 0.980457 -0.03 0.10 -0.04 0.212
H -1.930582 -1.784761 2.419589 0.26 0.39 -0.21 0.196
H -0.042092 0.599849 1.706822 -0.27 -0.37 0.13 0.216
H -0.386308 2.043833 -2.147187 -0.07 -0.40 -0.44 0.193
H 1.038542 1.861209 -0.066218 -0.22 0.29 -0.19 0.415
H -1.359873 -2.681775 1.042185 -0.19 -0.06 -0.26 0.208
H -3.067303 -2.717186 1.616066 0.05 -0.17 -0.52 0.208
```
Positions in Å, forces in eV/Å.

Energy above the lowest of the compared OMol25 structures with the same formula, charge and spin in kcal per mole: 14.2
2S+1: 1
SMILES string: CCc1c[nH]cn1.CC
Total energy in Ha: -384.6093
Total charge: 0